Entry 1:
Formula: C22H31BrN3O2PbS2Si
Source: OMol25
Level of theory: ωB97M-V with the def2-TZVPD basis set

Summary:
- net charge = -1
- highest occupied orbital energy (eV) = -4.77

Element x y z (Å)
H  0.480  -0.367  -1.434
S  3.947  5.147  1.867
H  -3.116  0.024  -1.705
H  -2.257  -4.108  2.912
O  5.720  3.053  -0.329
H  2.853  -0.602  -0.034
H  -3.960  -2.825  0.550
H  -4.081  1.246  -0.890
C  -2.427  0.567  0.309
N  4.319  0.716  -0.621
H  -0.714  1.922  0.499
C  -1.749  -3.541  2.122
H  2.906  -1.920  -2.140
H  -1.590  -3.269  -2.386
C  -1.479  1.651  -0.229
H  -4.248  -0.450  -0.435
C  3.540  -0.344  -0.835
C  -2.424  -2.167  1.992
H  5.999  0.761  -3.501
C  6.050  2.316  -1.323
C  -2.439  -1.569  3.409
H  -0.697  -3.451  2.405
C  1.771  4.477  0.281
C  0.573  4.850  -0.407
N  -0.414  5.130  -0.933
H  -4.471  -1.483  1.574
C  -0.295  -1.017  -1.847
C  3.569  -1.075  -2.009
C  4.461  -0.688  -3.004
C  -0.849  -2.001  -0.802
Si  -1.486  -1.043  0.740
H  -2.838  -2.212  -1.728
C  2.095  6.794  0.849
N  1.780  7.900  0.789
C  -3.085  1.170  1.560
C  5.277  0.406  -2.780
C  5.166  1.089  -1.575
Br  0.399  -0.418  1.835
H  -0.967  1.368  -1.146
H  -3.893  0.556  1.957
Pb  4.388  2.565  1.441
H  1.167  -2.429  -0.069
H  -2.919  -0.596  3.465
C  0.303  -2.962  -0.465
H  -3.513  2.142  1.291
H  -2.318  -3.638  -0.826
C  2.513  5.425  0.922
C  -3.881  -2.399  1.553
H  0.610  -3.468  -1.389
S  2.114  2.772  0.203
H  0.033  -3.731  0.254
H  -2.059  2.555  -0.446
H  -1.071  -0.388  -2.280
C  -3.527  0.312  -0.737
H  -4.354  -3.107  2.245
H  0.157  -1.590  -2.667
H  4.514  -1.233  -3.938
H  -1.429  -1.466  3.808
H  -2.993  -2.250  4.067
H  -2.358  1.347  2.356
O  6.980  2.496  -2.096
H  -1.810  -4.132  1.209
C  -1.972  -2.820  -1.460


Entry 2:
Formula: C22H31F5N2OsSSi2
Source: OMol25
Level of theory: ωB97M-V with the def2-TZVPD basis set

Summary:
- highest occupied orbital energy (spin up / spin down) (eV) = -7.24 / -7.35

Element x y z (Å)
C  0.587  0.642  -1.980
Os  0.705  0.162  0.047
S  2.943  -0.602  -0.337
C  -4.630  0.419  1.124
C  -3.003  -3.488  -0.402
F  4.488  -3.111  -0.890
H  2.558  -0.027  -3.814
C  -1.673  -2.014  -2.790
H  -3.950  -3.219  -0.859
H  0.898  -2.721  -0.743
H  -2.396  -2.682  -3.247
C  2.153  0.976  -3.914
H  0.039  -4.217  -1.030
Si  -1.580  -2.312  -0.897
N  -0.651  1.604  1.048
H  -2.767  -4.495  -0.733
C  2.207  -2.185  1.759
C  2.982  -2.050  0.601
H  0.520  3.092  -3.333
C  -1.939  1.241  1.077
C  -0.308  3.226  3.615
F  4.410  -5.412  0.537
H  0.051  -3.526  0.577
H  -1.359  3.384  3.841
H  -0.630  4.522  -0.226
H  2.357  2.305  2.225
H  -3.149  -3.520  0.673
C  -2.325  -0.026  0.486
F  1.362  -3.436  3.562
H  2.185  3.559  -2.948
H  -1.960  -0.998  -3.040
N  -1.383  -0.798  -0.063
C  1.335  2.963  -2.622
C  2.894  -4.458  2.070
H  -5.664  0.108  1.151
C  1.873  2.844  1.415
F  1.410  -1.132  2.114
C  1.727  1.493  -2.540
C  -3.691  -0.379  0.525
C  -4.255  1.640  1.700
H  1.006  3.316  -1.647
H  -2.661  2.997  2.063
H  2.611  1.418  -1.891
H  -0.716  -2.209  -3.262
H  0.007  5.482  1.094
F  2.813  -5.612  2.742
H  2.043  2.279  0.490
C  0.008  -3.283  -0.481
C  2.148  -3.358  2.484
H  -3.989  -1.302  0.064
H  -0.378  1.105  -2.217
C  -0.625  4.637  0.852
C  3.746  -3.167  0.223
H  0.241  4.069  4.023
Si  0.007  3.065  1.736
H  0.622  -0.350  -2.449
H  -4.999  2.264  2.172
H  0.010  2.335  4.147
H  1.307  0.957  -4.598
H  2.382  3.794  1.313
C  -2.946  2.041  1.656
H  2.926  1.611  -4.342
H  -1.635  4.892  1.156
C  3.698  -4.353  0.937


The calculation returns the following energy above the lowest of the compared OMol25 structures with the same formula, charge and spin values, one per record and in order: 0.0, 52.6 kcal per mole.
The calculation returns the following molecular weight values, one per record and in order: 748.83, 696.96 g/mol.